No. 1
# C26H22F4N5O6Sr

C26H22F4N5O6Sr as an isolated structure (ωB97M-V/def2-TZVPD, the Open Molecules 2025 dataset).

Results
ΔE to the lowest compared entry with this formula, charge and spin (eV): 1.633
Highest occupied orbital energy (eV): -4.268
Molar mass (g/mol): 664.10
Total charge: -1
Frontier orbital gap (eV): 6.303
Lowest unoccupied orbital energy (eV): 2.0350

Last column: natural (NBO) charge in e.
Positions of all 64 atoms, in Å:
1 Sr -0.69688 0.28013 -0.78253  1.8068
2 F -2.96034 -0.86407 -0.57743  -0.3545
3 F -5.19937 -1.77626 -1.76129  -0.3235
4 F -6.94583 2.58837 -1.91919  -0.3290
5 F -4.77146 3.60192 -0.85550  -0.3419
6 O 1.99313 -5.92332 0.20141  -0.6475
7 O -0.27736 1.89015 -2.12763  -0.8320
8 O 1.73362 -5.19614 -1.88949  -0.6789
9 O -0.27919 -1.26053 -2.32167  -0.7880
10 O 0.77824 -3.11550 -2.92333  -0.7053
11 O 1.08350 3.65075 -2.17927  -0.6839
12 N -0.40564 -2.11033 0.32087  -0.5389
13 N -0.21322 2.28023 1.50361  -0.4792
14 N 1.79317 0.68339 -0.64530  -0.5388
15 N 0.44171 -3.91230 1.23504  -0.4937
16 N -2.52823 1.69806 -0.10365  -0.7589
17 C 2.00224 1.59454 -1.55989  0.1562
18 C -4.78671 2.24709 -1.04388  0.2386
19 C -3.94887 0.03134 -0.92295  0.2086
20 C 5.19669 -0.69546 -0.24082  -0.1829
21 C -0.83373 -2.40267 2.76379  -0.6587
22 C -6.11566 0.39532 -1.89132  -0.4536
23 C 3.65982 -1.79154 1.24336  -0.1941
24 C -1.29712 3.25284 1.36413  -0.2192
25 C 2.84642 -0.03627 -0.19763  0.2335
26 C 0.76381 -3.96918 -0.09869  -0.0088
27 C -5.07550 -0.44802 -1.53202  0.3637
28 C 0.81909 2.46401 -2.00251  0.7414
29 C 1.08297 2.91998 1.62800  -0.4152
30 C 0.24085 -2.35621 -2.08403  0.7876
31 C 4.94591 -1.65390 0.70206  -0.2170
32 C 4.35376 1.14737 -1.67874  -0.1311
33 C 3.28057 1.88131 -2.08943  -0.2258
34 C 0.22262 -2.82632 -0.65457  0.0031
35 C -0.46162 1.38871 2.61981  -0.4179
36 C 1.56026 -5.11667 -0.60270  0.7676
37 C -0.27483 -2.78621 1.44040  0.3767
38 C -3.68275 1.40970 -0.65862  0.1122
39 C 4.16210 0.14008 -0.70682  -0.1187
40 C 2.63651 -0.99663 0.80944  -0.2334
41 C -5.92915 1.74085 -1.62177  0.3467
42 C -2.11785 3.06863 0.08341  -0.2536
43 H -7.01466 0.03354 -2.35035  0.2314
44 H 1.64288 -1.08339 1.22025  0.2177
45 H 5.34068 1.30569 -2.09223  0.2084
46 H 1.31616 3.46146 0.71258  0.2214
47 H 1.12841 3.62927 2.47366  0.1579
48 H -1.45747 0.96975 2.50059  0.2134
49 H -1.49701 3.35147 -0.77204  0.2101
50 H 0.69700 -4.64236 1.88607  0.4400
51 H -2.95367 3.76697 0.16137  0.1935
52 H 1.32468 -4.35338 -2.40568  0.5103
53 H -0.06864 -1.98286 3.41893  0.2243
54 H 5.73505 -2.31023 1.03719  0.2119
55 H -1.97143 3.18391 2.22736  0.1730
56 H -0.40355 1.90820 3.59343  0.1628
57 H 0.27074 0.58273 2.60463  0.1842
58 H 1.84556 2.15591 1.78376  0.1938
59 H 6.19225 -0.56411 -0.64319  0.2078
60 H 3.35413 2.67656 -2.81631  0.2432
61 H -1.61323 -1.66436 2.60001  0.2499
62 H -1.25460 -3.27225 3.26598  0.2240
63 H 3.48692 -2.54080 2.00247  0.2114
64 H -0.89587 4.27102 1.34891  0.1910

Atomic forces in eV per Å
-1.15 -0.80 3.01
-0.45 0.07 -0.05
0.10 0.19 0.07
0.30 -0.02 0.03
0.10 -0.30 0.03
-0.03 -0.03 0.04
-0.20 1.30 -1.70
-0.06 0.31 -0.35
0.07 -0.79 -1.35
0.20 -0.36 -0.07
0.22 0.29 0.04
-0.24 0.03 0.45
0.09 -0.08 0.01
0.26 0.15 -0.17
0.05 -0.06 -0.30
-0.35 0.47 0.74
0.13 0.45 0.00
-0.05 0.08 -0.09
-0.07 -0.18 -0.19
0.03 -0.05 0.10
0.06 0.00 -0.06
0.15 0.08 0.03
-0.18 0.01 0.05
-0.46 0.08 -0.40
0.88 -0.20 0.05
-0.07 0.37 -0.26
-0.20 -0.04 0.08
0.99 0.79 -0.33
0.10 -0.01 0.01
0.32 -0.82 -0.08
0.23 0.07 -0.13
-0.34 0.10 -0.17
0.34 -0.09 -0.05
0.36 -0.79 0.06
0.01 0.07 -0.12
-0.06 0.01 0.00
0.04 -0.14 0.14
-0.82 0.06 -0.09
-0.41 -0.09 0.13
0.03 -0.08 0.18
-0.13 -0.25 0.02
0.01 0.32 0.22
-0.17 -0.10 -0.09
-0.07 -0.06 0.03
0.07 0.05 -0.02
0.04 0.05 -0.05
-0.05 -0.07 -0.01
-0.09 -0.12 0.08
0.00 0.28 0.01
-0.03 0.11 -0.08
0.14 0.04 -0.11
0.09 -0.14 0.44
0.01 0.08 -0.01
0.09 -0.02 0.03
0.07 0.00 0.02
-0.01 -0.08 -0.03
0.11 -0.14 0.11
0.08 0.01 -0.04
0.06 -0.01 -0.05
0.03 0.02 0.02
-0.04 0.04 0.10
-0.09 -0.01 0.02
-0.07 -0.05 0.05
0.06 -0.03 0.07



No. 2
# C3H5NO2

One molecule with the formula C3H5NO2 (ωB97M-V/def2-TZVPD, the Open Molecules 2025 dataset).

Results
ΔE to the lowest compared entry with this formula, charge and spin (eV): 3.003
Highest occupied orbital energy (eV): -8.899
Molar mass (g/mol): 87.08
Frontier orbital gap (eV): 9.468
Lowest unoccupied orbital energy (eV): 0.5690

Last column: natural (NBO) charge in e.
Positions of all 11 atoms, in Å:
1 O 0.03241 0.81171 -1.11546  -0.5147
2 O 1.18203 -0.71109 1.77978  -0.5083
3 N -1.35841 -0.90067 -0.64727  -0.8446
4 C 0.35518 0.96174 0.27029  -0.2141
5 C 1.31388 -0.11307 0.73592  0.4064
6 C -0.92239 -0.02655 -1.56345  0.3292
7 H 0.84238 1.94141 0.34607  0.2264
8 H -0.54088 0.96334 0.90016  0.2024
9 H -2.10520 -1.50996 -0.94650  0.4066
10 H -0.96566 -1.11806 0.26617  0.3850
11 H 2.14548 -0.32320 0.02883  0.1256

Atomic forces in eV per Å
-0.18 -0.02 -0.21
0.14 0.33 -0.65
-0.01 0.03 -0.18
-0.11 -0.03 0.19
-0.04 -0.25 0.37
0.05 -0.14 0.41
-0.02 -0.21 0.01
0.10 0.00 -0.07
0.22 0.06 -0.01
-0.06 0.27 -0.06
-0.09 -0.04 0.20



No. 3
# C5H6FNO2

One molecule with the formula C5H6FNO2 (ωB97M-V/def2-TZVPD, the Open Molecules 2025 dataset).

Results
ΔE to the lowest compared entry with this formula, charge and spin (eV): 3.426
Highest occupied orbital energy (eV): -8.572
SMILES: CCc1o[nH]c(=O)c1F
Molar mass (g/mol): 131.11
Frontier orbital gap (eV): 9.024
Lowest unoccupied orbital energy (eV): 0.4513

Last column: natural (NBO) charge in e.
Positions of all 15 atoms, in Å:
1 F 1.33376 2.15913 0.25219  -0.2984
2 O 3.68920 0.19687 0.19426  -0.6004
3 O 0.62489 -1.34767 -0.11640  -0.2969
4 N 1.98620 -1.25077 -0.36035  -0.3123
5 C 2.51263 -0.01504 0.03774  0.5121
6 C 1.35557 0.87196 -0.05559  0.1736
7 C -1.33727 -0.15379 0.51383  -0.4757
8 C 0.12168 -0.16120 0.10781  0.3443
9 C -2.28048 0.60983 -0.47310  -0.6076
10 H 2.50474 -2.17522 -0.07612  0.4091
11 H -1.41127 0.28773 1.54089  0.2452
12 H -2.04544 1.61202 -0.73748  0.2272
13 H -3.25635 0.55294 0.11848  0.2179
14 H -2.39411 0.12001 -1.47757  0.2201
15 H -1.40375 -1.30681 0.53141  0.2417

Atomic forces in eV per Å
-0.06 -0.05 0.02
0.45 -0.08 0.27
0.23 -1.15 -0.09
1.51 -2.87 0.67
-0.86 1.19 -1.09
-4.70 -4.68 1.40
1.66 -0.60 -0.89
4.66 5.51 -0.15
-1.63 -2.39 0.77
-1.54 2.51 -0.58
0.04 -0.55 -0.86
0.56 0.95 0.54
0.88 0.44 -1.40
0.04 -0.04 1.15
-1.24 1.80 0.23



No. 4
# C17H21NO3S

One molecule with the formula C17H21NO3S (ωB97M-V/def2-TZVPD, the Open Molecules 2025 dataset).

Results
ΔE to the lowest compared entry with this formula, charge and spin (eV): 1.266
Highest occupied orbital energy (eV): -8.709
SMILES: CC(=O)c1ccc(OC[C@@H](O)CN(C)Cc2cccs2)cc1
Molar mass (g/mol): 319.43
Frontier orbital gap (eV): 9.277
Lowest unoccupied orbital energy (eV): 0.5676

Last column: natural (NBO) charge in e.
Positions of all 43 atoms, in Å:
1 S 1.92655 -1.62373 0.58844  0.4354
2 O -2.44392 1.69955 0.03364  -0.4940
3 O -2.78930 -3.98841 -2.65996  -0.5469
4 O 0.48096 3.20141 1.57892  -0.7301
5 N 1.86562 2.04416 -0.40280  -0.4558
6 C -0.29152 2.80095 0.47609  0.0751
7 C 2.75431 0.33264 2.01831  -0.2483
8 C 2.44212 -0.70816 2.92162  -0.2484
9 C -2.19019 -3.67124 -1.65466  0.5769
10 C -2.94585 -0.00798 -1.46543  -0.2724
11 C 2.15625 2.97886 -1.47157  -0.4109
12 C -1.33592 -4.66318 -0.90023  -0.7175
13 C -1.73644 -0.59979 0.52445  -0.3448
14 C -2.89800 -1.31607 -1.88180  -0.1247
15 C -1.63716 2.29073 1.02710  -0.0695
16 C -1.68527 -1.91102 0.09503  -0.0880
17 C -2.24774 -2.29254 -1.12060  -0.2293
18 C -2.34472 0.37823 -0.26209  0.3435
19 C 1.98654 -1.82192 2.29655  -0.4205
20 C 0.45023 1.71410 -0.32249  -0.2750
21 C 2.70161 0.85005 -0.49367  -0.2499
22 C 2.53465 -0.00470 0.71861  -0.2065
23 H -2.20652 3.14288 1.40671  0.2020
24 H 0.36344 0.77234 0.21943  0.2268
25 H -1.29561 -0.35449 1.47894  0.2243
26 H 3.74155 1.18749 -0.56269  0.2164
27 H -3.43627 0.75050 -2.05511  0.2265
28 H 1.40626 3.05541 1.31963  0.4918
29 H 3.20502 3.26891 -1.41798  0.2029
30 H -1.43550 1.61882 1.86519  0.1817
31 H 1.54439 3.86948 -1.34572  0.2068
32 H -0.48452 3.66763 -0.17756  0.1512
33 H -1.31428 -5.60289 -1.44611  0.2386
34 H -1.75595 -4.83687 0.08817  0.2287
35 H 2.55405 -0.62569 3.98773  0.2270
36 H 3.12583 1.29463 2.32143  0.2259
37 H 1.95787 2.55329 -2.46618  0.1718
38 H -3.34970 -1.61472 -2.81588  0.2374
39 H -1.19955 -2.63720 0.72752  0.2054
40 H 1.68646 -2.75600 2.72804  0.2356
41 H -0.32338 -4.28197 -0.78918  0.2263
42 H 2.47346 0.25844 -1.39643  0.1820
43 H -0.00985 1.58807 -1.31343  0.1924

Atomic forces in eV per Å
0.29 0.47 0.45
-0.16 -0.13 -0.29
0.03 0.00 0.03
-0.05 0.09 0.28
0.01 -0.09 -0.04
-0.27 -0.18 -0.33
0.02 -0.02 -0.28
-0.06 -0.10 0.10
0.13 -0.26 0.09
0.07 0.18 0.15
0.04 0.01 0.00
-0.12 -0.18 -0.26
-0.06 0.45 0.28
0.10 -0.11 0.07
0.54 0.37 0.34
-0.17 -0.17 -0.36
-0.16 0.45 0.01
-0.11 -0.37 -0.17
-0.11 -0.16 -0.40
-0.11 0.16 0.24
0.05 0.14 -0.01
-0.02 -0.49 -0.05
0.05 -0.15 0.01
-0.03 0.08 -0.08
0.07 0.04 0.03
-0.09 -0.08 -0.09
-0.05 0.09 -0.08
-0.06 -0.08 -0.07
0.02 0.06 -0.06
-0.02 0.02 -0.06
0.00 0.08 -0.06
-0.03 -0.11 0.05
-0.01 0.01 -0.01
0.02 0.00 0.14
0.01 -0.03 0.19
0.06 0.22 0.03
-0.02 0.01 -0.02
-0.04 -0.01 -0.07
0.07 -0.07 0.05
-0.04 -0.18 0.16
0.10 0.03 0.08
0.07 0.08 -0.01
0.04 -0.06 0.02



No. 5
# C23H24CsI2N6OS

C23H24CsI2N6OS as an isolated structure (ωB97M-V/def2-TZVPD, the Open Molecules 2025 dataset).

Results
ΔE to the lowest compared entry with this formula, charge and spin (eV): 0.044
Highest occupied orbital energy (eV): -4.671
Molar mass (g/mol): 819.27
Total charge: -1
Frontier orbital gap (eV): 6.694
Lowest unoccupied orbital energy (eV): 2.0227

Last column: natural (NBO) charge in e.
Positions of all 58 atoms, in Å:
1 Cs 0.72625 -0.67210 0.64984  0.9467
2 I -4.98650 -0.90569 7.44130  0.0636
3 I 0.45287 0.50823 5.27358  0.0705
4 S 1.20254 -1.93121 -2.45725  -0.5829
5 O -0.88766 -0.83811 2.76409  -0.8729
6 N -3.26325 -1.38871 1.05670  -0.6161
7 N -2.12212 0.50158 -0.55511  -0.4703
8 N 3.53571 -3.10694 -2.89019  -0.6418
9 N 3.19113 -0.04175 -1.15727  -0.2612
10 N 1.33537 2.81324 -1.79446  -0.4369
11 N 3.74725 -1.13302 -1.78813  -0.4781
12 C -1.70105 1.07908 -1.67986  0.0540
13 C -3.82670 2.06146 -2.07363  -0.1664
14 C -2.33777 -0.34324 6.07069  -0.2723
15 C -1.44600 -0.34734 5.01372  -0.2608
16 C 2.49027 2.26803 0.22793  -0.2556
17 C 2.21921 2.06699 -1.12672  0.1708
18 C -3.39364 0.67043 -0.17752  0.2422
19 C -1.72060 -0.88602 3.72619  0.4348
20 C 2.93672 -1.99172 -2.32234  0.2708
21 C -3.02621 -1.46501 3.59503  -0.1589
22 C 2.85890 0.95587 -1.88165  0.2143
23 C 0.83937 3.99129 0.23366  -0.2718
24 C -3.80264 -0.04043 1.09227  -0.2586
25 C 5.88184 -2.69197 -3.57100  -0.6123
26 C -3.92564 -1.45513 4.64378  -0.2239
27 C 1.78401 3.23439 0.91627  -0.1709
28 C -4.27648 1.44821 -0.91635  -0.2603
29 C -3.58872 -0.90077 5.87307  -0.2113
30 C 4.92308 -3.42920 -2.64010  -0.2128
31 C -2.51515 1.87113 -2.47367  -0.2760
32 C -3.40010 -2.14774 2.29550  -0.2258
33 C 2.97976 1.03329 -3.36869  -0.6926
34 C 0.66562 3.74588 -1.11761  0.0386
35 H 5.65717 -2.93292 -4.61174  0.1954
36 H -5.30219 1.56068 -0.58902  0.2113
37 H 2.88479 -3.85176 -3.06030  0.3986
38 H 2.09581 0.58072 -3.82355  0.2589
39 H -4.50134 2.66855 -2.66566  0.2074
40 H -4.90605 -1.89490 4.49817  0.2076
41 H 1.95833 3.39735 1.97253  0.2198
42 H -0.05442 4.32196 -1.68993  0.1880
43 H 3.04490 2.06971 -3.69731  0.2165
44 H 3.84981 0.46215 -3.69025  0.2343
45 H -0.67454 0.87942 -1.97145  0.2152
46 H 5.04216 -4.50705 -2.77384  0.1796
47 H 5.77157 -1.61787 -3.42880  0.2232
48 H -2.12695 2.31312 -3.38117  0.2200
49 H -2.77859 -3.03905 2.17437  0.2054
50 H -4.43697 -2.49021 2.37692  0.1780
51 H -2.28324 -1.26570 0.84446  0.3800
52 H 3.23726 1.65602 0.71361  0.2392
53 H 6.91718 -2.97013 -3.35919  0.1905
54 H -2.06288 0.09026 7.02172  0.2251
55 H 0.25587 4.75005 0.73663  0.2171
56 H -3.42331 0.53958 1.94904  0.1953
57 H -4.89232 -0.06559 1.17609  0.1850
58 H 5.17827 -3.18736 -1.60341  0.1930

Atomic forces in eV per Å
0.18 0.00 -0.15
0.06 0.00 -0.07
-0.06 -0.02 -0.01
-0.01 -0.04 -0.05
-0.33 -0.26 0.30
-0.11 0.13 -0.01
0.02 0.07 -0.10
0.01 0.16 0.02
0.04 -0.01 -0.19
-0.01 0.05 0.05
0.09 0.02 0.15
-0.07 -0.13 0.09
-0.05 0.03 -0.04
0.00 -0.04 -0.14
0.17 0.11 0.05
0.01 0.05 0.12
0.01 0.08 -0.21
0.08 -0.04 0.06
-0.12 0.13 0.07
-0.03 -0.15 -0.18
0.01 -0.03 -0.09
-0.01 0.02 0.18
0.02 -0.05 -0.02
0.08 0.01 -0.05
-0.09 -0.02 0.01
0.08 0.04 -0.01
-0.04 0.05 0.00
-0.01 0.00 0.04
-0.15 -0.01 0.15
0.07 -0.03 -0.02
0.00 0.04 -0.02
0.02 0.08 0.02
-0.09 0.07 0.00
0.02 0.01 0.00
0.03 0.01 0.00
0.01 -0.01 0.01
0.01 -0.02 -0.01
0.03 -0.03 -0.02
0.01 0.00 0.00
0.00 0.00 0.01
0.01 -0.01 0.00
0.00 -0.01 0.00
0.02 -0.02 0.00
0.00 -0.01 0.00
0.02 0.03 0.00
-0.02 -0.01 0.01
0.02 0.00 -0.01
0.02 0.00 0.01
-0.01 -0.02 -0.02
-0.01 -0.02 0.01
0.09 -0.21 0.10
0.00 -0.02 -0.02
0.00 0.00 -0.01
0.01 0.00 0.00
-0.01 0.00 -0.02
-0.02 0.02 0.01
-0.02 -0.01 -0.03
-0.01 -0.01 0.01



No. 6
# C5H6BrFO

One molecule with the formula C5H6BrFO (ωB97M-V/def2-TZVPD, the Open Molecules 2025 dataset).

Results
ΔE to the lowest compared entry with this formula, charge and spin (eV): 3.054
Highest occupied orbital energy (alpha / beta) (eV): -8.661 / -8.406
Molar mass (g/mol): 181.00
Frontier orbital gap (alpha / beta) (eV): 8.849 / 7.453
Lowest unoccupied orbital energy (alpha / beta) (eV): 0.1876 / -0.9528

Last column: natural (NBO) charge in e.
Positions of all 14 atoms, in Å:
1 Br -0.65404 -2.78654 0.39289  0.1194
2 F -2.14946 1.09045 0.69506  -0.3308
3 O 1.90434 0.09401 1.43894  -0.5235
4 C -1.39797 0.41047 -0.17391  0.3098
5 C 0.06714 -1.32428 1.21391  -0.3797
6 C -0.16480 1.12804 -0.78451  -0.5092
7 C 0.95919 0.08338 -0.73502  -0.5101
8 C 1.05684 -0.36881 0.72515  0.4653
9 H 0.10108 2.05719 -0.16229  0.2441
10 H 0.80908 -0.73151 -1.52629  0.2321
11 H 1.97608 0.53581 -0.81885  0.2452
12 H -2.01494 -0.33695 -0.71717  0.1651
13 H -0.18472 -1.37090 2.34162  0.2385
14 H -0.30782 1.51964 -1.88953  0.2338

Atomic forces in eV per Å
-0.07 -0.80 -0.88
0.06 0.30 -0.10
0.45 0.61 0.92
0.70 0.07 -0.41
-1.13 1.21 2.68
-0.74 0.92 -0.60
1.24 -0.08 -0.41
-0.84 -1.57 -1.45
-0.46 -1.49 -0.72
0.19 0.97 1.36
-0.85 -0.15 -0.77
0.73 0.44 0.31
0.77 0.41 -2.02
-0.05 -0.83 2.10